# 1
Below is a structure of composition C20H19B11Br7F4NaO3PS, with properties calculated with ωB97M-V with the def2-TZVPD basis set.

The geometry in XYZ format:
```
67
Properties=species:S:1:pos:R:3:forces:R:3
Na 0.168 2.037 -0.555 -0.0184 0.1864 0.0782
Br -2.360 0.918 -0.239 -0.0260 0.1920 -0.0885
B -2.981 2.312 1.049 -0.0821 -0.2058 -0.0318
B -4.703 2.687 1.087 0.0723 0.0576 0.0527
C -4.733 4.269 1.692 -0.0576 0.0445 -0.0259
B -3.517 3.919 0.557 0.0004 -0.0667 0.1070
B -3.228 5.013 1.934 -0.0121 -0.0798 0.0297
B -4.226 4.461 3.305 0.0920 -0.0257 -0.0652
B -5.139 3.028 2.781 0.0941 -0.0418 -0.0268
B -3.982 1.738 2.404 0.0017 0.0108 0.0797
Br -4.394 -0.160 2.640 0.0374 0.1367 -0.0297
B -3.686 2.841 3.789 0.0350 -0.0181 0.0465
Br -3.752 2.211 5.631 -0.0130 0.0673 -0.2069
B -2.490 4.082 3.259 -0.0301 -0.0535 0.0655
Br -1.210 4.876 4.492 -0.0809 -0.0616 -0.1086
B -2.064 3.738 1.556 0.0538 0.0795 0.1345
Br -0.250 4.266 0.917 -0.2637 -0.0261 0.0966
B -2.339 2.386 2.700 0.0410 0.0112 0.0824
Br -0.900 1.208 3.329 -0.1180 0.1035 -0.1225
H -5.506 2.284 0.322 0.0265 0.0312 0.0241
H -5.538 4.904 1.355 -0.0021 0.0056 -0.0076
H -3.549 4.336 -0.547 0.0102 -0.0198 0.0254
H -3.064 6.164 1.733 -0.0048 -0.0445 0.0115
H -4.728 5.262 4.011 0.0085 -0.0318 -0.0335
H -6.252 2.866 3.133 0.0379 0.0105 -0.0107
F 6.750 0.617 1.572 0.1020 0.0331 0.0546
C 5.707 0.098 0.974 0.0242 0.0348 0.0199
C 5.866 -0.892 0.030 0.1123 -0.0592 -0.0374
F 7.068 -1.340 -0.276 0.0537 -0.0185 -0.0144
C 4.751 -1.424 -0.590 -0.2379 -0.0885 -0.1988
F 4.971 -2.412 -1.455 0.0224 0.0017 -0.0125
C 3.459 -0.973 -0.319 0.0323 -0.1384 0.0493
P 2.011 -1.618 -1.172 0.1400 0.2783 -0.2339
C 2.350 -2.644 -2.579 -0.0261 0.1519 0.1236
C 3.241 -2.248 -3.582 0.0154 0.0194 -0.0523
C 3.412 -3.050 -4.692 -0.0218 -0.0092 0.0192
C 2.699 -4.240 -4.808 -0.0076 0.0122 0.0222
C 1.810 -4.632 -3.817 0.0439 -0.0150 -0.0384
C 1.631 -3.837 -2.697 -0.0479 -0.0736 0.0013
C 0.960 -2.460 -0.033 0.0739 0.0745 0.0286
C 1.523 -3.534 0.662 -0.0487 0.0142 0.0917
C 0.756 -4.184 1.612 0.0024 -0.0218 0.0175
C -0.546 -3.761 1.872 0.0228 -0.0058 -0.0122
C -1.098 -2.694 1.175 -0.0055 0.0119 -0.0123
C -0.341 -2.045 0.213 -0.0871 0.0074 -0.0424
C 3.312 -0.012 0.703 -0.0230 -0.0168 0.0534
Br 1.653 0.506 1.459 0.1976 0.0233 -0.0752
C 4.429 0.518 1.316 -0.1700 0.0903 0.0714
F 4.314 1.423 2.272 0.0037 0.0096 0.0116
H 3.784 -1.317 -3.503 0.0154 -0.0306 0.0026
H 4.100 -2.746 -5.469 -0.0043 -0.0177 -0.0035
H 2.842 -4.866 -5.680 -0.0063 0.0116 0.0171
H 1.261 -5.559 -3.907 0.0088 0.0098 -0.0127
H 0.945 -4.148 -1.919 0.0158 0.0137 -0.0460
H 2.543 -3.855 0.471 -0.0336 0.0136 0.0211
H 1.177 -5.015 2.161 -0.0172 0.0025 0.0030
H -1.128 -4.265 2.632 0.0058 0.0182 -0.0137
H -2.100 -2.341 1.386 0.0122 -0.0250 0.0283
H -0.755 -1.194 -0.307 0.0042 -0.0120 0.0321
C -0.575 -0.718 -3.538 -0.0200 0.0600 -0.0517
S 0.764 0.338 -3.127 0.0771 -0.0622 -0.1129
O 1.839 0.206 -4.038 0.0006 -0.0868 -0.0005
O 0.284 1.632 -2.765 -0.0133 -0.0597 0.0316
O 1.247 -0.252 -1.655 -0.0765 -0.4063 0.1324
H -0.923 -0.371 -4.513 -0.0035 -0.0122 0.0591
H -1.359 -0.600 -2.790 0.0414 -0.0153 -0.0154
H -0.212 -1.742 -3.614 0.0204 0.0209 0.0182
```
Positions in Å, forces in eV/Å.

Output
LUMO level: -4.133 eV
Total charge: +1
HOMO level: -11.148 eV
ΔE to the lowest compared entry with this formula, charge and spin: 24.9 kJ/mol
HOMO-LUMO gap: 7.02 eV

Atomic partial charges in e from the natural (NBO) method, atoms 1 to 4: atom 1 (Na): 0.86, atom 2 (Br): -0.13, atom 3 (B): -0.07, atom 4 (B): -0.10



# 2
Below is a structure of composition C20H19BCsN9O4, with properties calculated with ωB97M-V with the def2-TZVPD basis set.

The geometry in XYZ format:
```
54
Properties=species:S:1:pos:R:3:forces:R:3
Cs 1.063 -0.421 1.189 -0.0629 0.7450 -1.4773
C -0.389 -0.693 -3.752 0.0406 0.1039 -0.1718
C 0.206 0.582 -3.734 -0.0767 -0.0806 0.1294
N 1.419 0.546 -3.199 0.0417 -0.2829 -0.1760
N 1.645 -0.748 -2.879 -0.1137 -0.0839 0.0933
C 0.578 -1.512 -3.213 0.0809 0.3396 0.0958
B 3.052 -1.258 -2.397 0.0152 0.1904 0.0750
N 2.914 -2.290 -1.224 -0.0880 -0.1717 -0.2804
C 2.401 -3.542 -1.314 0.1911 0.1790 0.3039
C 2.478 -4.130 -0.068 0.0624 0.1020 -0.0166
C 3.085 -3.145 0.733 -0.0038 -0.0771 -0.1715
N 3.348 -2.050 0.029 0.0675 -0.2490 -0.0536
N 3.889 -0.056 -1.948 0.0291 -0.1005 -0.1786
C 5.059 0.331 -2.502 -0.1884 0.0594 0.2561
C 5.479 1.468 -1.849 -0.0741 0.1056 0.1147
C 4.463 1.704 -0.897 0.0928 -0.0928 -0.1446
N 3.512 0.785 -0.966 0.1940 0.0014 -0.1190
H -1.372 -0.974 -4.093 0.0220 0.0138 0.0063
H -0.210 1.526 -4.065 0.0546 -0.0908 0.0569
H 0.564 -2.573 -3.046 0.0169 -0.0545 0.0709
H 3.615 -1.806 -3.331 -0.0433 0.0564 0.1233
H 2.047 -3.943 -2.247 -0.0154 0.0247 -0.0973
H 2.148 -5.115 0.216 -0.0028 0.0065 0.0099
H 3.310 -3.171 1.789 -0.0051 -0.0042 -0.0337
H 5.500 -0.227 -3.310 -0.0313 -0.0373 -0.0004
H 6.375 2.040 -2.032 -0.0278 -0.0064 0.0139
H 4.393 2.498 -0.168 -0.0087 -0.0162 -0.0080
O -5.901 0.177 4.886 0.0035 -0.0908 0.0719
C -4.923 -0.490 5.299 -0.0208 0.0279 0.0927
O -4.859 -1.306 6.239 -0.0902 0.0407 -0.0678
C -3.604 -0.247 4.533 0.0874 0.0163 -0.0821
C -3.558 0.700 3.514 0.1072 -0.0256 -0.0176
C -2.372 0.897 2.831 0.1436 -0.0815 0.0377
N -1.242 0.220 3.077 -0.3376 0.0253 0.2545
C -1.274 -0.680 4.071 -0.1940 0.1385 -0.0971
C -2.430 -0.934 4.814 0.0559 0.0765 -0.0790
C 0.024 -1.444 4.379 0.3667 -0.0166 -0.0998
O 0.044 -2.095 5.429 0.0779 -0.0528 -0.0280
O 0.953 -1.325 3.513 -0.4245 -0.5425 1.5385
H -4.455 1.256 3.277 -0.0201 0.0070 0.0024
H -2.316 1.632 2.033 0.0116 0.0012 -0.0189
H -2.400 -1.666 5.607 -0.0165 0.0032 0.0098
C -2.911 4.178 -1.864 0.0373 -0.1250 0.0272
N -2.648 2.856 -1.335 0.1260 0.2430 -0.0733
C -3.580 1.905 -0.993 0.0459 -0.0950 0.0114
C -2.864 0.812 -0.599 0.1481 0.1020 -0.0370
N -1.517 1.069 -0.696 -0.0659 -0.1120 0.0861
C -1.423 2.295 -1.140 -0.1692 -0.1217 0.0084
H -3.908 4.494 -1.566 -0.0258 0.0009 0.0335
H -2.848 4.193 -2.953 -0.0149 -0.0243 -0.0361
H -2.192 4.890 -1.464 0.0213 -0.0098 0.0239
H -4.638 2.102 -1.035 0.0211 0.0021 0.0028
H -3.232 -0.128 -0.221 -0.0038 0.0287 0.0030
H -0.500 2.815 -1.355 -0.0373 0.0044 0.0123
```
Positions in Å, forces in eV/Å.

Output
LUMO level: 3.564 eV
Total charge: -2
HOMO level: -2.778 eV
ΔE to the lowest compared entry with this formula, charge and spin: 65.5 kJ/mol
HOMO-LUMO gap: 6.34 eV

Atomic partial charges in e from the Mulliken method, atoms 1 to 4: atom 1 (Cs): 1.09, atom 2 (C): -0.59, atom 3 (C): -0.54, atom 4 (N): -0.89



# 3
Below is a structure of composition C20H19Br2F5I3N3O5PS2, with properties calculated with ωB97M-V with the def2-TZVPD basis set.

The geometry in XYZ format:
```
60
Properties=species:S:1:pos:R:3:forces:R:3
C -1.702 -2.231 2.479 -0.5587 -0.9411 0.0545
C -3.039 -1.785 1.822 -0.4266 1.0266 -0.7035
Br -4.604 -2.934 2.137 1.3556 0.4290 0.0421
C -3.232 -0.674 1.048 1.3997 -0.5289 0.9033
Br -4.989 -0.236 0.267 1.5956 -0.0267 0.5789
C -2.002 0.276 0.831 0.4506 0.5338 -1.5400
C -1.334 0.324 -0.480 0.1432 1.1335 3.0548
C -1.865 -0.560 -1.661 0.1739 0.5108 -0.1300
C -1.145 -1.952 -1.865 -0.3737 -0.1597 0.2008
C -1.081 -2.871 -0.594 0.4763 -0.2999 -1.1665
I -2.401 -3.045 -3.317 0.4322 0.3498 0.2594
C -0.141 1.280 -0.594 -0.4462 0.8736 1.1541
C 0.606 1.309 -1.979 0.3380 -0.5809 0.7884
C 1.584 0.035 -1.988 -0.0143 0.6717 -0.2056
C 3.011 0.333 -1.423 -0.1924 -1.8721 -0.6594
F 3.806 -0.801 -1.608 -0.9793 1.6958 0.3713
F 3.669 1.367 -2.021 -1.0105 -1.0653 1.4748
F 2.903 0.470 -0.036 0.6902 0.5045 -1.5520
C 0.282 2.129 0.533 -1.4875 -2.0736 -0.1922
P 1.710 3.353 0.368 -1.2244 2.1154 -1.4255
O 1.618 4.175 -0.904 0.2866 -1.3824 1.0873
C -0.443 2.062 1.869 0.5273 -0.3593 -2.1612
N 0.014 2.920 2.866 -3.1153 -2.1999 1.2675
C -0.750 2.791 3.982 -0.0594 -0.2056 -0.2520
C -1.882 1.842 4.152 -0.3035 0.2443 -0.2775
C -2.639 1.797 5.519 0.3322 -1.3714 0.5370
I -3.830 3.485 6.168 0.8562 -0.7559 -0.7775
C -2.558 0.657 6.289 0.4416 1.1415 -1.2386
C -1.680 -0.522 5.737 -0.3011 -0.0115 0.3102
I -3.567 0.508 8.210 0.7888 -0.2373 -1.2976
N -2.318 0.994 3.180 2.3835 2.5410 0.3112
C -1.582 1.136 2.009 -0.0018 -0.4891 -1.2410
H -1.896 -2.498 3.560 0.2770 0.4367 -1.2125
H -1.339 -3.185 1.988 -0.5782 1.0108 0.5613
H -0.864 -1.494 2.382 -1.0218 -0.4223 0.1328
H -1.774 0.023 -2.626 -0.0831 -0.6295 1.0578
H -2.969 -0.736 -1.520 1.2411 0.1413 0.0182
H -0.150 -1.871 -2.388 -1.2372 -0.0565 0.6777
H -0.464 -2.357 0.188 -0.6487 -0.5531 -0.5832
H -0.577 -3.831 -0.920 -0.3718 1.1023 0.5609
H -2.106 -3.173 -0.248 0.9903 0.6249 -0.1672
H 1.191 2.250 -2.151 -0.6408 -0.7667 0.3506
H -0.134 1.219 -2.816 0.7499 0.0037 0.8055
H 1.711 -0.355 -3.042 -0.1013 0.3520 1.1654
H 1.126 -0.721 -1.285 0.8619 0.5514 -0.9823
H 1.550 4.288 1.448 0.1654 -1.0481 -0.1351
H 2.972 2.734 0.573 -0.6029 -0.1105 0.1660
H -0.498 3.459 4.852 -0.2836 -0.7865 -0.9752
H -2.209 -0.954 4.838 0.6753 0.5260 1.0725
H -0.670 -0.119 5.426 -1.1481 -0.4316 0.2483
H -1.501 -1.339 6.482 -0.3280 0.8607 -0.5372
N 4.019 -0.893 -5.295 -0.2785 0.2509 -0.4011
S 5.393 -1.224 -6.001 3.0385 -1.0561 -0.2517
O 6.137 -0.113 -6.523 -0.8550 0.0094 0.1010
O 5.471 -2.451 -6.740 -0.7620 0.4037 0.1283
F 6.254 -1.590 -4.705 -0.6771 0.1555 0.3489
S 2.925 -0.426 -6.321 -2.0460 1.0414 -1.2294
O 1.776 0.176 -5.692 0.6931 -0.5763 0.8562
O 2.620 -1.289 -7.425 0.6054 -0.1930 0.5303
F 3.586 0.835 -7.035 0.1891 -0.0507 0.1178
```
Positions in Å, forces in eV/Å.

Output
LUMO level: -0.060 eV
Total charge: -1
HOMO level: -6.890 eV
HOMO-LUMO gap: 6.83 eV

Atomic partial charges in e from the natural (NBO) method, atoms 1 to 4: atom 1 (C): -0.68, atom 2 (C): -0.05, atom 3 (Br): 0.04, atom 4 (C): -0.11



# 4
Below is a structure of composition C20H19ClN2O8RhS, with properties calculated with ωB97M-V with the def2-TZVPD basis set.

The geometry in XYZ format:
```
52
Properties=species:S:1:pos:R:3:forces:R:3
Rh 0.480 -0.264 -0.212 -0.5999 -0.5294 -0.9803
O 1.972 0.706 -2.044 -0.3006 0.3819 0.4103
C 2.568 -0.281 -2.854 0.1225 -0.4284 -0.3991
C 1.568 -1.342 -3.314 0.1513 0.2974 0.2063
N 0.800 -1.878 -2.193 0.1346 0.3164 0.3854
C -0.596 -2.053 -2.569 -0.4800 0.5308 -0.2009
C -1.215 -0.642 -2.861 0.1384 -1.4747 -0.4163
O -1.977 -0.526 -3.804 -0.3225 0.0597 -0.2688
O -0.814 0.273 -2.086 0.6976 0.9574 1.3160
C 1.378 -3.070 -1.610 -0.3323 -0.4094 0.6939
C 0.717 -3.401 -0.216 0.7941 -0.3607 -1.4874
O 0.780 -4.553 0.168 0.0382 -0.4159 0.2180
O 0.178 -2.424 0.367 -0.4616 1.6836 0.8012
H 1.131 0.989 -2.447 -0.0357 -0.1122 0.0235
H 3.361 -0.731 -2.253 0.0008 0.0204 -0.0314
H 3.027 0.184 -3.741 -0.0090 -0.1150 0.1679
H 2.101 -2.146 -3.841 -0.0541 0.0965 -0.0879
H 0.866 -0.874 -4.011 0.1236 -0.0782 -0.0602
H -1.141 -2.503 -1.737 0.0560 -0.0291 0.0046
H -0.712 -2.693 -3.456 0.0258 0.0964 0.0868
H 2.444 -2.917 -1.423 0.0020 0.0190 -0.0775
H 1.257 -3.950 -2.260 0.0697 0.0946 0.0806
Cl 1.373 -0.706 3.568 -0.1133 -0.2032 0.1775
C 2.044 0.623 2.715 0.1668 0.1381 -0.0957
C 1.900 1.889 3.233 0.0444 -0.0158 0.0791
C 2.372 2.987 2.532 0.0159 -0.1439 0.0742
C 3.036 2.802 1.322 0.0896 0.0849 -0.1766
C 3.202 1.547 0.803 -0.0585 0.0242 0.0165
C 2.687 0.391 1.460 -0.0752 0.0929 0.1626
C 2.817 -0.878 0.895 0.4085 -0.1501 0.3032
H 1.380 2.025 4.168 -0.1093 -0.0355 0.0644
H 2.210 3.979 2.922 -0.0147 0.0968 0.0568
H 3.413 3.660 0.782 0.0298 0.0383 -0.0506
H 3.703 1.406 -0.141 0.0418 -0.0064 -0.1325
H 2.535 -1.760 1.446 -0.1552 -0.0475 -0.0553
H 3.470 -1.013 0.047 -0.0386 0.0595 -0.2200
O -3.509 4.038 2.805 0.0698 -0.1551 -0.3269
S -3.081 2.688 3.066 -0.0070 0.0487 0.0840
O -3.346 2.202 4.397 0.0519 -0.2044 -0.1616
N -1.501 2.481 2.668 -0.2918 0.4692 0.5200
C -1.345 1.546 1.774 -0.8339 -0.2424 -0.1543
O -0.239 1.198 1.299 0.9544 -0.5102 -0.7378
C -2.624 0.920 1.300 -0.0610 -0.2443 -0.2557
C -2.752 -0.102 0.377 0.2114 0.0738 0.1567
C -4.025 -0.453 -0.043 0.0098 -0.1074 -0.0626
C -5.141 0.192 0.477 0.0488 0.0417 0.1034
C -5.008 1.173 1.456 -0.2149 0.0915 0.0905
C -3.739 1.522 1.852 0.7503 0.1510 0.1641
H -1.864 -0.612 -0.003 -0.4842 0.0701 0.0071
H -4.145 -1.226 -0.789 -0.0406 -0.0219 -0.0268
H -6.126 -0.077 0.122 -0.0502 -0.0289 0.0065
H -5.873 1.654 1.888 -0.1035 0.0349 0.0052
```
Positions in Å, forces in eV/Å.

Output
LUMO level (alpha / beta): 2.487 / 0.642 eV
Total charge: -1
HOMO level (alpha / beta): -5.352 / -6.524 eV
Expectation value of S²: 6.05
Multiplicity: 5
HOMO-LUMO gap (alpha / beta): 7.84 / 7.17 eV

Atomic partial charges in e from the natural (NBO) method, atoms 1 to 4: atom 1 (Rh): 1.44, atom 2 (O): -0.75, atom 3 (C): -0.06, atom 4 (C): -0.25



Table of molar mass (g mol⁻¹), in record order: 1147.7 593.1 1112.0 585.8